one.
{
  "formula": "C19H11BrN2O6SSe2Te2Ti",
  "method": "wB97M-V/def2-TZVPD",
  "symbols": ["Ti", "O", "C", "O", "C", "C", "C", "C", "C", "N", "C", "O", "O", "H", "H", "H", "Se", "Te", "Te", "Se", "S", "C", "C", "C", "C", "C", "C", "H", "H", "H", "H", "H", "Br", "C", "C", "N", "C", "C", "C", "C", "O", "O", "H", "H", "H"],
  "positions_angstrom": [[0.36226, 0.09013, -0.04910], [2.90231, 1.25413, 2.98092], [1.96468, 0.85997, 2.31692], [1.82471, 0.91938, 1.02797], [0.75920, 0.22947, 2.95644], [0.60914, -0.06916, 4.29476], [-0.56875, -0.68784, 4.69283], [-1.54269, -0.98735, 3.75168], [-1.30246, -0.65458, 2.43122], [-0.18366, -0.04724, 2.07196], [-2.20923, -0.96114, 1.26108], [-3.28162, -1.51838, 1.46420], [-1.71317, -0.56383, 0.15318], [1.41158, 0.17019, 4.97804], [-0.72208, -0.95217, 5.73262], [-2.46927, -1.48726, 3.99634], [-0.74736, 2.46429, 0.11623], [0.96517, 3.41341, -1.39388], [0.33474, 1.97781, -3.66874], [-0.70059, 0.09071, -2.39908], [2.34404, -0.33946, -1.61347], [3.90527, -0.19592, -0.78139], [4.77163, -1.29685, -0.79008], [6.04350, -1.23789, -0.23568], [6.49040, -0.06563, 0.36200], [5.64311, 1.03568, 0.38275], [4.37877, 0.97556, -0.18307], [4.42035, -2.21615, -1.24546], [6.67949, -2.11621, -0.26283], [7.47474, -0.01277, 0.81273], [5.96360, 1.95712, 0.85556], [3.73209, 1.84051, -0.16190], [0.37634, -8.23491, 0.88813], [0.15445, -6.51287, 0.11297], [-0.33532, -6.41074, -1.17686], [-0.51771, -5.24275, -1.78674], [-0.20447, -4.13474, -1.10634], [0.29034, -4.15489, 0.19424], [0.47318, -5.37334, 0.82237], [0.61975, -2.88017, 0.94442], [0.93970, -2.92244, 2.12002], [0.56659, -1.84026, 0.18824], [-0.58665, -7.30874, -1.73086], [-0.34528, -3.18258, -1.60346], [0.84906, -5.39908, 1.83662]],
  "mulliken_charge": [0.1502, -0.7540, 0.4131, 0.0327, 0.3171, -0.7553, -0.2575, -0.7444, 0.4746, 0.4602, 0.1785, -0.7954, -0.4465, 0.5139, 0.3960, 0.5318, -0.4163, -0.2412, -0.1670, -0.3619, -0.3716, 0.5921, -0.6171, -0.4364, -0.4251, -0.3859, -0.3156, 0.3268, 0.3269, 0.3349, 0.3449, 0.0741, -0.2442, 0.0710, -0.1752, -0.6635, -0.1087, 0.0916, -0.4844, 0.3514, -0.7330, 0.4755, 0.3549, 0.5273, 0.5606],
  "orbital_gap_ha": 0.18480,
  "mol_weight_g_mol": 936.26,
  "total_charge": -2
}

---

two.
{
  "formula": "C19H11BrN2O6SSe2Te2Ti",
  "method": "wB97M-V/def2-TZVPD",
  "symbols": ["Ti", "O", "C", "O", "C", "C", "C", "C", "C", "N", "C", "O", "O", "H", "H", "H", "Se", "Te", "Te", "Se", "S", "C", "C", "C", "C", "C", "C", "H", "H", "H", "H", "H", "Br", "C", "C", "N", "C", "C", "C", "C", "O", "O", "H", "H", "H"],
  "positions_angstrom": [[1.05702, 0.54293, 0.38598], [-1.79294, -2.20082, -0.17037], [-1.23463, -1.17316, 0.09239], [-0.06189, -0.76789, -0.39421], [-1.71839, -0.20412, 1.14237], [-2.87674, -0.26927, 1.91245], [-3.02635, 0.65114, 2.92798], [-2.03201, 1.60422, 3.18477], [-0.89690, 1.55711, 2.41228], [-0.77813, 0.66567, 1.43981], [0.36247, 2.38339, 2.53695], [0.44760, 3.34331, 3.26918], [1.30751, 1.90954, 1.76611], [-3.62663, -1.00788, 1.67102], [-3.92476, 0.64176, 3.53273], [-2.12228, 2.34333, 3.96762], [3.41816, 0.52888, -0.63156], [3.06669, -1.70866, -1.64465], [2.56064, -3.11512, 0.69997], [1.94712, -1.18721, 2.15678], [-3.20704, 1.20684, -1.17356], [-3.65672, 0.09427, -2.44351], [-2.69302, -0.61688, -3.17880], [-3.05740, -1.49087, -4.19020], [-4.39389, -1.69482, -4.51579], [-5.36333, -1.00316, -3.79724], [-5.00226, -0.13031, -2.78377], [-1.64547, -0.47742, -2.94109], [-2.28059, -2.02504, -4.72751], [-4.67389, -2.38126, -5.30715], [-6.41489, -1.14713, -4.02820], [-5.76376, 0.40409, -2.22735], [-2.31022, 4.54040, -6.04571], [-1.72319, 4.34322, -4.24629], [-1.98826, 5.35093, -3.33744], [-1.60271, 5.28338, -2.06665], [-0.95198, 4.19168, -1.67636], [-0.63746, 3.13885, -2.52751], [-1.03521, 3.21293, -3.85166], [0.11744, 1.91776, -2.06688], [0.44596, 1.06233, -2.86131], [0.44533, 1.94999, -0.80549], [-2.52580, 6.24075, -3.64693], [-0.65974, 4.13745, -0.63544], [-0.81521, 2.39257, -4.52079]],
  "mulliken_charge": [0.4630, -0.6751, 0.3194, 0.0245, 0.1601, -0.7162, -0.2912, -0.6302, 0.3336, 0.6919, 0.4326, -0.7139, -0.4752, 0.5342, 0.4040, 0.5165, -0.5321, -0.2179, -0.1688, -0.4441, -0.3340, 0.2030, -0.3279, -0.7606, -0.3917, -0.3440, -0.4757, 0.2313, 0.3627, 0.3334, 0.3026, 0.3165, -0.2477, 0.1105, -0.1860, -0.6808, -0.1200, 0.0765, -0.5780, 1.0024, -0.5920, -0.3478, 0.3525, 0.5300, 0.5498],
  "orbital_gap_ha": 0.19343,
  "mol_weight_g_mol": 936.26,
  "total_charge": -2
}

---

Most stable structure, least stable structure: one, two.

---

one.
{
  "formula": "C4H4ClF",
  "method": "wB97M-V/def2-TZVPD",
  "symbols": ["C", "C", "C", "C", "H", "H", "H", "H", "F", "Cl"],
  "positions_angstrom": [[-0.67878, -0.05798, 0.76199], [0.17066, 0.52096, 1.66476], [-0.38433, -0.07306, -0.66591], [0.81180, -0.32356, -1.31794], [-0.00016, 0.58252, 2.67221], [1.29930, 0.36631, 0.86189], [1.59737, -0.60419, -0.74292], [0.83935, -0.04426, -2.43136], [-1.93444, -0.39804, 1.10934], [-1.72077, 0.03128, -1.91206]],
  "mulliken_charge": [0.3332, -0.5741, 0.4133, -0.8486, 0.4036, 0.0924, 0.4188, 0.2085, -0.2284, -0.2187],
  "orbital_gap_ha": 0.33782,
  "mol_weight_g_mol": 106.53
}

---

two.
{
  "formula": "C4H4ClF",
  "method": "wB97M-V/def2-TZVPD",
  "symbols": ["C", "C", "F", "C", "C", "Cl", "H", "H", "H", "H"],
  "positions_angstrom": [[-1.82812, 0.57334, -0.76333], [-1.02727, -0.19979, -0.06170], [-1.28246, -1.40649, 0.62888], [0.19342, 0.49372, 0.04026], [0.40631, 1.65782, 0.64359], [1.67876, -0.52576, -0.25890], [-1.45288, 1.61040, -1.12790], [-2.84639, 0.17615, -0.86587], [-0.38925, 2.26386, 1.09225], [1.22563, 2.39531, 0.49003]],
  "mulliken_charge": [-0.6819, 0.4169, -0.2364, 0.3266, -0.7565, -0.2289, 0.2791, 0.2921, 0.3205, 0.2684],
  "orbital_gap_ha": 0.37119,
  "mol_weight_g_mol": 106.53,
  "smiles": "C=C(F)C(=C)Cl"
}

---

Most stable structure, least stable structure: two, one.

---

one.
{
  "formula": "C3H4N2O",
  "method": "wB97M-V/def2-TZVPD",
  "symbols": ["C", "C", "C", "N", "N", "O", "H", "H", "H", "H"],
  "positions_angstrom": [[-3.58071, -0.92804, -0.69856], [-0.00910, -0.91496, 0.12600], [0.73786, 0.31165, 0.06893], [-3.30150, 0.11563, -0.15200], [-0.49837, 0.50951, -0.09274], [-3.68859, -1.95140, -1.15968], [-0.12319, -1.57404, -0.79093], [-0.23301, -1.37373, 1.15840], [1.65624, 0.76083, 0.18792], [-2.79377, 0.87663, -0.51575]],
  "mulliken_charge": [0.5539, -0.0800, -0.5072, -0.5103, -0.3045, -0.3536, 0.2289, 0.2226, 0.4113, 0.3389],
  "orbital_gap_ha": [0.26394, 0.27535],
  "mol_weight_g_mol": 84.08,
  "multiplicity": 3,
  "s_squared": 2.005
}

---

two.
{
  "formula": "C3H4N2O",
  "method": "wB97M-V/def2-TZVPD",
  "symbols": ["C", "C", "C", "N", "N", "O", "H", "H", "H", "H"],
  "positions_angstrom": [[0.14205, 0.60536, 1.03151], [0.70855, -0.62382, 0.75359], [-0.04133, -1.52939, -1.41315], [-0.70419, 0.62023, -0.10788], [0.03552, -0.58637, -0.47136], [0.62311, -2.52173, -1.42779], [-0.00067, 1.29156, 1.80228], [1.58725, -1.23094, 0.96376], [-0.75835, -1.46867, -2.23745], [-0.67279, 1.55326, -0.58998]],
  "mulliken_charge": [-0.4759, -0.3487, 0.0937, -0.5449, 0.3177, -0.5255, 0.4727, 0.3774, 0.3699, 0.2636],
  "orbital_gap_ha": [0.23123, 0.30013],
  "mol_weight_g_mol": 84.08,
  "multiplicity": 3,
  "s_squared": 2.009
}

---

Most stable structure, least stable structure: two, one.